No. 1
A 2-piece molecular cluster, C2H6NO2 overall at a distorted geometry. Source: the Open Molecules 2025 dataset; level of theory: ωB97M-V with the def2-TZVPD basis set.

Output
- Kohn-Sham gap: 7.95 eV
- LUMO level: 4.400 eV
- Charge: -1
- Calculated total energy: -285.0580 Ha
- Largest force on an atom: 2.431 eV/A

Geometry (Å):
C: 0.86 1.64 -0.54
O: 1.73 0.84 0.24
H: -0.09 1.11 -0.65
H: 0.60 2.56 0.02
H: 1.31 1.94 -1.49
C: -1.03 -1.34 -0.10
N: -0.11 -1.23 0.87
O: -1.94 -0.54 -0.38
H: -0.92 -2.28 -0.66
H: 1.27 -0.01 0.46
H: -0.38 -0.63 1.64

Results of the natural (NBO) charge analysis, in e, for atoms 1 through 6: C -0.257; O -0.801; H 0.211; H 0.135; H 0.139; C 0.468

***

No. 2
C21H18Cl2HfN4O5S2 as an isolated structure at a distorted geometry. Source: the Open Molecules 2025 dataset; level of theory: ωB97M-V with the def2-TZVPD basis set.

Output
- Kohn-Sham gap: 7.52 eV
- LUMO level: -6.839 eV
- Charge: +2
- Calculated total energy: -3170.6549 Ha
- Largest force on an atom: 3.657 eV/A

Geometry (Å):
Hf: 1.18 -0.13 0.24
O: -0.29 1.93 3.28
C: 0.25 0.99 2.74
O: -0.10 0.52 1.54
C: 1.50 0.25 3.32
C: 1.93 0.42 4.59
C: 3.15 -0.23 4.92
C: 3.87 -0.95 4.00
C: 3.28 -1.14 2.70
N: 2.15 -0.47 2.37
H: 1.36 1.01 5.29
H: 3.53 -0.12 5.93
H: 4.75 -1.54 4.23
H: 3.76 -1.71 1.89
Cl: 3.76 -0.57 -3.79
C: 4.31 -0.91 -2.20
Cl: 3.61 0.26 -0.88
H: 5.36 -0.77 -2.16
H: 4.01 -1.94 -1.93
O: 2.91 -3.83 -2.76
S: 1.85 -4.23 -1.88
O: 1.92 -5.41 -1.11
N: 1.55 -2.88 -0.94
C: 0.40 -2.46 -1.23
O: 0.01 -1.28 -0.81
C: -0.48 -3.20 -2.15
C: -1.82 -3.04 -2.45
C: -2.47 -4.01 -3.23
C: -1.72 -5.04 -3.74
C: -0.36 -5.17 -3.43
C: 0.25 -4.27 -2.68
H: -2.29 -2.22 -1.92
H: -3.53 -3.95 -3.39
H: -2.11 -5.91 -4.25
H: 0.20 -6.09 -3.66
N: 0.14 3.86 0.92
C: -0.18 3.08 -0.06
S: 1.11 2.13 -0.80
N: -1.36 3.04 -0.65
C: -2.59 3.60 -0.21
C: -3.00 3.38 1.13
C: -4.24 3.83 1.51
C: -5.08 4.53 0.58
C: -4.64 4.73 -0.72
C: -3.38 4.29 -1.11
H: 1.12 3.84 1.18
H: -0.56 4.36 1.45
H: -1.48 2.34 -1.40
H: -2.40 2.85 1.82
H: -4.72 3.71 2.44
H: -6.05 4.85 0.92
H: -5.35 5.25 -1.33
H: -3.02 4.42 -2.11

Results of the natural (NBO) charge analysis, in e, for atoms 1 through 6: Hf 2.314; O -0.517; C 0.771; O -0.841; C 0.085; C -0.178

***

No. 3
A 2-piece molecular cluster, C4H12N2 overall at a distorted geometry. Source: the Open Molecules 2025 dataset; level of theory: ωB97M-V with the def2-TZVPD basis set.

Output
- Kohn-Sham gap: 8.82 eV
- LUMO level: -9.893 eV
- Charge: +2
- Calculated total energy: -268.3276 Ha
- Largest force on an atom: 4.590 eV/A

Geometry (Å):
C: 0.82 0.19 -0.28
C: 0.08 0.80 -1.43
C: -1.27 0.21 -0.86
C: -1.76 0.38 0.38
N: -2.51 -0.81 0.93
N: 3.20 0.13 0.40
H: 0.77 -0.89 -0.25
H: 1.22 0.78 0.55
H: 0.28 0.45 -2.49
H: 0.24 1.88 -1.49
H: -1.78 -0.59 -1.50
H: -1.74 1.19 1.14
H: -3.30 -1.09 0.26
H: -2.99 -0.62 1.81
H: -2.01 -1.71 1.18
H: 3.96 0.77 0.40
H: 3.48 -0.73 -0.16
H: 3.30 -0.35 1.39

Results of the natural (NBO) charge analysis, in e, for atoms 1 through 6: C 0.123; C -0.548; C -0.130; C -0.007; N -0.732; N -1.011

***

No. 4
A 2-piece molecular cluster, C6H14NO overall. Source: the Open Molecules 2025 dataset; level of theory: ωB97M-V with the def2-TZVPD basis set.

Output
- Kohn-Sham gap: 6.11 eV
- LUMO level: -5.130 eV
- Charge: +1
- Calculated total energy: -366.7044 Ha
- Largest force on an atom: 0.650 eV/A

Geometry (Å):
C: 1.51 -1.44 -2.43
C: 1.21 -2.31 -1.25
C: -0.01 -2.61 -0.84
O: -0.24 -3.42 0.23
H: 1.94 -2.00 -3.26
H: 0.62 -0.92 -2.79
H: 2.25 -0.67 -2.16
H: 2.08 -2.74 -0.75
H: -0.87 -2.16 -1.32
H: -1.15 -3.74 0.20
C: -0.22 0.68 0.17
C: 0.11 1.75 1.19
C: -1.57 3.29 2.08
N: -1.09 2.12 1.96
H: -0.69 -0.20 0.60
H: -0.84 1.09 -0.63
H: 0.72 0.35 -0.26
H: 0.85 1.38 1.91
H: 0.50 2.64 0.71
H: -2.48 3.44 2.65
H: -1.09 4.12 1.58
H: -1.56 1.34 2.42

Results of the natural (NBO) charge analysis, in e, for atoms 1 through 6: C -0.635; C -0.279; C 0.108; O -0.685; H 0.232; H 0.202

***

- Which formula does entry 4 have?
  C6H14NO

***

- What is the formula in the first record?
  C2H6NO2